Arrangement w

14
Properties=species:S:1:pos:R:3:nbo_charge:R:1 method="wB97M-V/def2-TZVPD" multiplicity=1 smiles=Sc1nncs1.CS total_charge=0 lumo_energy_ev=0.1
S 0.821 -0.659 2.684 0.0892
C 0.793 0.500 1.406 -0.1025
N 0.013 1.496 1.371 -0.3100
N 0.026 2.187 0.256 -0.2385
C 0.666 1.676 -0.664 -0.0588
S 1.897 0.385 0.021 0.2256
H 0.357 0.178 3.654 0.1605
H 0.811 1.969 -1.678 0.2301
C -0.873 -1.748 -1.211 -0.7644
S -1.566 -0.109 -0.894 0.0614
H -1.631 -2.411 -0.775 0.2284
H 0.230 -1.935 -0.934 0.2329
H -0.989 -1.963 -2.290 0.2122
H -0.554 0.434 -0.944 0.0339



Arrangement x

14
Properties=species:S:1:pos:R:3:nbo_charge:R:1 method="wB97M-V/def2-TZVPD" multiplicity=1 smiles="CN1NC(=S)S[C@@H]1S" total_charge=0 lumo_energy_ev=-0.1
C 1.536 -1.088 -0.036 -0.4307
N 0.531 -0.156 -0.366 -0.2968
N -0.944 -1.015 -0.593 -0.4789
C -2.013 -0.435 0.035 -0.1512
S -3.590 -0.689 -0.267 -0.0203
S -1.413 0.622 1.316 0.3183
C 0.184 0.951 0.513 -0.2776
S 0.068 2.479 -0.689 -0.0465
H 1.297 -1.943 0.669 0.1919
H 1.852 -1.666 -0.838 0.2102
H 2.406 -0.596 0.401 0.2178
H -0.958 -0.986 -1.673 0.4162
H 0.880 1.100 1.338 0.2359
H 0.162 3.422 0.190 0.1118



What should be chosen as the most stable of them? Choose arrangement x.



Arrangement w

14
Properties=species:S:1:pos:R:3:nbo_charge:R:1 method="wB97M-V/def2-TZVPD" multiplicity=1 total_charge=0 lumo_energy_ev="-0.2 / -2.4"
C 4.470 -0.169 1.095 -0.1858
C 3.799 -0.810 0.302 -0.0948
C 3.040 -1.540 -0.541 -0.3778
N -3.467 0.947 0.341 -0.5484
N -2.251 0.519 -0.101 -0.4952
O -0.624 -1.545 -0.037 -0.9029
O -2.870 -1.686 1.000 -0.9345
S -2.057 -1.328 -0.155 1.7375
H 5.048 0.399 1.762 0.2257
H 2.035 -1.816 -0.253 0.2285
H 3.402 -1.815 -1.516 0.2036
H -4.206 1.022 -0.355 0.3626
H -3.740 0.329 1.106 0.4004
H -1.936 0.991 -0.945 0.3811



Arrangement x

14
Properties=species:S:1:pos:R:3:nbo_charge:R:1 method="wB97M-V/def2-TZVPD" multiplicity=1 total_charge=0 lumo_energy_ev=0.6
C -0.280 1.170 -1.849 -0.3259
O 0.401 0.193 -0.961 -0.5069
C 0.118 0.758 0.280 0.8800
O -0.346 1.816 0.521 -0.6075
N 0.438 -0.024 1.328 -0.6832
C 0.962 -1.329 1.373 0.2465
N 0.527 -2.386 0.856 -0.5289
S -1.009 -2.462 -0.011 0.1698
H 0.072 0.867 -2.943 0.2069
H -1.516 1.261 -1.737 0.2122
H 0.006 2.350 -1.866 0.2206
H 0.320 0.484 2.290 0.4328
H 1.816 -1.448 2.124 0.1802
H -1.508 -1.250 0.595 0.1034



Arrangement y

14
Properties=species:S:1:pos:R:3:nbo_charge:R:1 method="wB97M-V/def2-TZVPD" multiplicity=1 total_charge=0 lumo_energy_ev="-0.8 / -1.1"
C -0.891 -0.340 0.500 0.3086
C 2.145 -1.106 -1.199 -0.8196
C -1.734 0.957 0.526 -0.6335
N -1.293 -1.442 0.142 -0.0676
N 0.507 -0.278 0.627 -0.8789
O 2.245 -1.973 1.318 -0.8957
O -0.646 -2.529 -0.003 -0.3713
S 1.409 -1.607 0.221 1.7874
H 2.836 -1.799 -1.693 0.2308
H 1.269 -0.941 -1.835 0.2107
H -2.234 1.132 1.511 0.2326
H -2.401 1.004 -0.360 0.2486
H -0.956 1.621 0.463 0.2133
H 0.811 0.349 1.436 0.4346



What should be chosen as the most stable of them? Choose arrangement x.



Arrangement w

14
Properties=species:S:1:pos:R:3:nbo_charge:R:1 method="wB97M-V/def2-TZVPD" multiplicity=1 smiles="N/C=N/[N+](=O)[O-].C=C=S" total_charge=0 lumo_energy_ev=-0.1
N 0.021 2.384 -0.069 -0.7458
C -0.885 1.416 0.038 0.3269
N -0.862 0.388 -0.740 -0.4263
N -1.690 -0.676 -0.563 0.6253
O -1.218 -1.729 -0.934 -0.3655
O -2.777 -0.535 -0.039 -0.4154
H 0.793 2.338 -0.724 0.4214
H -0.023 3.008 0.644 0.3917
H -1.591 1.615 0.923 0.1867
C 1.321 -2.012 0.686 -0.5996
C 2.126 -1.228 -0.006 -0.0353
S 2.842 -0.260 -1.016 0.1032
H 1.177 -3.027 0.207 0.2740
H 0.766 -1.682 1.594 0.2586



Arrangement x

14
Properties=species:S:1:pos:R:3:nbo_charge:R:1 method="wB97M-V/def2-TZVPD" multiplicity=1 smiles="NN1N=CC=CS1(=O)=O" total_charge=0 lumo_energy_ev=-0.7
N -0.361 0.208 2.584 -0.6443
N -0.077 0.572 1.278 -0.3644
N 1.116 -0.347 0.446 -0.2262
C 1.001 -0.354 -0.790 -0.0057
C 0.000 0.103 -1.739 -0.2069
C -1.271 0.259 -1.299 -0.4312
S -1.526 0.212 0.450 2.2279
O -2.344 1.350 0.696 -0.9015
O -1.804 -1.136 0.898 -0.9364
H -0.867 -0.689 2.508 0.3786
H 0.463 0.226 3.231 0.3920
H 1.902 -0.720 -1.304 0.1998
H 0.325 0.131 -2.786 0.2402
H -2.218 0.631 -1.775 0.2780



What should be chosen as the most stable of them? Choose arrangement x.



Arrangement w

57
Properties=species:S:1:pos:R:3:nbo_charge:R:1 method="wB97M-V/def2-TZVPD" multiplicity=1 smiles="COc1cccc(N2CCN(C(=O)CCn3c(=S)[nH]c4cc5c(cc4c3=O)OCO5)CC2)c1" total_charge=0 lumo_energy_ev=0.4
C -2.840 -2.630 3.138 -0.2554
O -3.704 -1.677 2.567 -0.4955
C -3.489 -1.303 1.273 0.3304
C -4.233 -0.212 0.824 -0.3033
C -4.045 0.252 -0.462 -0.1781
C -3.129 -0.348 -1.305 -0.3251
C -2.386 -1.449 -0.873 0.2934
N -1.494 -2.041 -1.756 -0.4647
C -0.894 -3.324 -1.513 -0.2071
C 0.496 -3.206 -0.867 -0.2397
N 1.268 -2.209 -1.585 -0.4445
C 2.407 -1.643 -1.133 0.6986
O 2.885 -0.654 -1.665 -0.6460
C 3.114 -2.299 0.049 -0.5196
C 2.713 -1.659 1.392 -0.2224
N 2.276 -0.290 1.182 -0.4615
C 3.226 0.657 0.911 0.3077
S 4.835 0.415 1.137 -0.1999
N 2.787 1.870 0.486 -0.5752
C 1.470 2.193 0.295 0.2914
C 1.110 3.452 -0.206 -0.3323
C -0.230 3.703 -0.343 0.2899
C -1.210 2.756 0.007 0.2659
C -0.873 1.526 0.496 -0.2082
C 0.496 1.245 0.635 -0.2329
C 0.905 -0.078 1.093 0.6865
O 0.128 -0.969 1.379 -0.6278
O -2.446 3.287 -0.229 -0.4817
C -2.227 4.584 -0.734 0.2351
O -0.835 4.829 -0.799 -0.4667
C 0.694 -1.731 -2.827 -0.2415
C -0.714 -1.172 -2.619 -0.2128
C -2.585 -1.926 0.424 -0.3800
H -2.987 -3.623 2.699 0.1690
H -1.793 -2.330 3.027 0.1902
H -3.099 -2.667 4.196 0.1979
H -4.934 0.253 1.497 0.2227
H -4.613 1.101 -0.811 0.2155
H -3.001 0.028 -2.308 0.2122
H -0.811 -3.848 -2.473 0.1943
H -1.548 -3.919 -0.876 0.2229
H 0.375 -2.881 0.170 0.2275
H 0.995 -4.183 -0.888 0.1895
H 4.177 -2.117 -0.118 0.2598
H 2.935 -3.372 0.078 0.2211
H 1.877 -2.187 1.852 0.2390
H 3.564 -1.654 2.076 0.2457
H 3.508 2.535 0.238 0.4314
H 1.853 4.184 -0.473 0.2327
H -1.606 0.785 0.767 0.2639
H -2.660 4.669 -1.743 0.1620
H -2.698 5.327 -0.072 0.1631
H 1.352 -0.948 -3.208 0.2617
H 0.679 -2.556 -3.548 0.1883
H -1.195 -1.063 -3.602 0.1879
H -0.645 -0.180 -2.158 0.2062
H -2.004 -2.756 0.785 0.2184



Arrangement x

57
Properties=species:S:1:pos:R:3:nbo_charge:R:1 method="wB97M-V/def2-TZVPD" multiplicity=1 smiles="COc1ccc(NS(=O)(=O)c2cc(NC(=O)c3ccncc3)ccc2N2CCOCC2)cc1" total_charge=0 lumo_energy_ev=0.1
C 7.580 -2.791 1.895 -0.2521
O 7.118 -1.466 1.783 -0.4934
C 5.807 -1.261 1.466 0.2908
C 4.867 -2.264 1.259 -0.2774
C 3.556 -1.943 0.947 -0.2493
C 3.166 -0.618 0.822 0.1864
N 1.822 -0.289 0.545 -0.8697
S 1.001 -1.022 -0.764 2.3054
O 1.106 -2.442 -0.654 -0.9242
O 1.467 -0.410 -1.977 -0.9368
C -0.669 -0.454 -0.471 -0.3906
C -0.998 0.674 -1.197 -0.1914
C -2.295 1.171 -1.219 0.1032
N -2.558 2.308 -1.987 -0.5870
C -3.725 3.007 -2.092 0.6638
O -4.737 2.761 -1.471 -0.5963
C -3.648 4.155 -3.049 -0.1007
C -4.428 5.280 -2.794 -0.2162
C -4.375 6.341 -3.684 0.0403
N -3.630 6.334 -4.776 -0.4025
C -2.908 5.258 -5.031 0.0409
C -2.874 4.143 -4.207 -0.2527
C -3.272 0.484 -0.499 -0.1955
C -2.941 -0.633 0.231 -0.2103
C -1.627 -1.139 0.295 0.2059
N -1.321 -2.260 1.016 -0.4213
C -0.173 -2.338 1.893 -0.2594
C -0.638 -2.175 3.349 -0.0805
O -1.612 -3.130 3.705 -0.5226
C -2.739 -3.042 2.863 -0.0810
C -2.326 -3.228 1.397 -0.2423
C 4.109 0.387 1.021 -0.2504
C 5.410 0.071 1.346 -0.2280
H 7.463 -3.339 0.955 0.1767
H 7.065 -3.330 2.697 0.1750
H 8.638 -2.713 2.137 0.2009
H 5.136 -3.304 1.339 0.2202
H 2.837 -2.725 0.775 0.2426
H 1.703 0.711 0.450 0.3983
H -0.217 1.129 -1.788 0.2387
H -1.764 2.649 -2.510 0.4042
H -5.054 5.306 -1.916 0.2406
H -4.956 7.238 -3.520 0.1974
H -2.327 5.291 -5.944 0.1966
H -2.284 3.283 -4.489 0.2180
H -4.289 0.842 -0.510 0.2590
H -3.723 -1.122 0.789 0.2112
H 0.546 -1.560 1.656 0.2413
H 0.301 -3.316 1.763 0.2046
H 0.198 -2.324 4.034 0.1978
H -1.045 -1.160 3.487 0.1594
H -3.420 -3.832 3.182 0.1969
H -3.227 -2.063 2.996 0.1603
H -3.187 -3.173 0.733 0.2137
H -1.870 -4.220 1.293 0.2074
H 3.817 1.423 0.925 0.2087
H 6.145 0.844 1.505 0.2253



What should be chosen as the most stable of them? Choose arrangement w.



Arrangement w

16
Properties=species:S:1:pos:R:3:lowdin_spin:R:1 method="wB97M-V/def2-TZVPD" multiplicity=3 total_charge=0 lumo_energy_ev="0.7 / -3.7"
B -0.906 -0.093 0.196 0.3457
C 0.570 0.075 0.760 0.4496
C -1.249 0.640 -1.204 0.0771
C -2.046 -0.835 1.102 0.0630
C 2.698 0.106 -0.440 0.0253
O 1.107 0.413 1.766 0.6814
O 1.387 -0.297 -0.480 0.2909
H -0.933 -0.275 -1.750 0.0182
H -0.511 1.433 -1.437 0.0039
H -2.245 0.989 -1.410 0.0049
H -2.904 -0.277 1.502 0.0141
H -1.497 -1.226 1.970 0.0020
H -2.449 -1.657 0.610 0.0045
H 3.315 -0.371 0.329 0.0028
H 2.614 1.199 -0.019 0.0058
H 3.050 0.176 -1.494 0.0111



Arrangement x

16
Properties=species:S:1:pos:R:3:lowdin_spin:R:1 method="wB97M-V/def2-TZVPD" multiplicity=3 total_charge=0 lumo_energy_ev="0.4 / -0.8"
B -0.819 0.051 1.063 0.1398
C 1.590 -1.263 -0.406 0.7780
C 1.623 0.209 -0.068 0.1343
C 0.083 0.278 -0.197 0.5845
C -0.514 0.669 -1.483 0.0991
O -0.420 -0.264 2.356 0.0310
O -2.189 0.333 0.812 0.0390
H 1.591 -1.399 -1.402 0.0586
H 1.065 -2.029 0.316 0.0369
H 2.043 0.407 0.971 0.0200
H 2.077 0.764 -0.926 0.0051
H 0.005 0.433 -2.347 0.0105
H -0.599 1.869 -1.667 0.0557
H -1.613 0.311 -1.506 0.0063
H -1.022 -0.387 3.153 -0.0003
H -2.903 0.018 1.330 0.0014



What should be chosen as the most stable of them? Choose arrangement x.



Arrangement w

9
Properties=species:S:1:pos:R:3:nbo_charge:R:1 method="wB97M-V/def2-TZVPD" multiplicity=1 total_charge=-1 lumo_energy_ev=4.5
N -0.129 1.500 -1.252 -0.9438
C -0.034 0.398 -0.272 0.8683
O -0.044 0.739 0.916 -0.7727
O 0.108 -0.738 -0.807 -0.8136
H -0.036 1.309 -2.229 0.3564
H 0.389 2.288 -0.900 0.3561
H -0.552 -1.921 2.169 0.4469
H 0.099 -1.505 0.779 0.5120
O 0.199 -2.072 1.595 -1.0097



Arrangement x

9
Properties=species:S:1:pos:R:3:nbo_charge:R:1 method="wB97M-V/def2-TZVPD" multiplicity=1 total_charge=-1 lumo_energy_ev=4.4
N 1.017 0.402 0.291 -0.9408
C -0.250 0.774 0.856 0.8753
O -1.202 -0.022 0.583 -0.8172
O -0.260 1.839 1.478 -0.7759
H 1.779 0.964 0.624 0.3648
H 1.193 -0.550 0.028 0.3732
H -0.582 -0.770 -1.927 0.4468
H -0.891 -1.084 -0.523 0.4960
O -0.803 -1.553 -1.409 -1.0223



What should be chosen as the most stable of them? Choose arrangement x.



Arrangement w

13
Properties=species:S:1:pos:R:3:nbo_charge:R:1 method="wB97M-V/def2-TZVPD" multiplicity=1 smiles="O=C(O)CCSS" total_charge=0 lumo_energy_ev=0.5
O 0.748 -2.775 -0.380 -0.5853
C 0.310 -2.108 -1.295 0.7891
O 0.121 -2.737 -2.490 -0.7012
C -0.173 -0.708 -1.101 -0.5380
C 0.115 -0.143 0.288 -0.5158
S -0.234 1.678 0.238 0.0586
S -0.268 2.296 2.145 -0.1590
H 0.731 -3.417 -2.672 0.5025
H 0.060 -0.004 -1.965 0.2515
H -1.263 -0.836 -1.217 0.2489
H 1.217 -0.452 0.340 0.2422
H -0.573 -0.651 1.032 0.2427
H -0.609 3.623 1.957 0.1639



Arrangement x

13
Properties=species:S:1:pos:R:3:nbo_charge:R:1 method="wB97M-V/def2-TZVPD" multiplicity=1 total_charge=0 lumo_energy_ev="-2.5 / -0.1"
C -0.092 -0.929 0.630 -0.0847
C -1.013 0.110 0.418 0.2641
C -1.116 1.415 -0.254 -0.1513
O -0.915 -0.350 1.697 -0.4257
O -0.130 1.528 -1.210 -0.7020
S -0.442 -2.671 0.207 -0.0030
S 2.862 -0.674 0.806 -0.2246
H 1.095 -0.973 0.880 0.1757
H -1.031 2.412 0.215 0.2154
H -2.053 1.344 -0.898 0.2105
H 0.712 1.660 -0.852 0.4700
H -0.569 -2.439 -1.086 0.1327
H 2.692 -0.432 -0.552 0.1228



What should be chosen as the most stable of them? Choose arrangement w.



Arrangement w

15
Properties=species:S:1:pos:R:3:nbo_charge:R:1 method="wB97M-V/def2-TZVPD" multiplicity=1 total_charge=0 lumo_energy_ev="-1.1 / 0.0"
C -0.047 -0.409 1.441 -0.5105
C -0.638 0.062 0.177 -0.0943
C 0.444 -0.909 0.097 -0.1832
C -0.105 3.186 -0.778 -0.4850
C 0.260 -2.336 -0.335 -0.6429
I -2.598 -0.141 -0.488 0.1849
I 2.370 -0.124 -0.547 0.0830
H 0.581 0.273 2.001 0.2397
H -0.596 -1.091 2.083 0.2246
H -0.997 3.308 -1.351 0.1672
H 0.803 2.869 -1.242 0.1719
H -0.107 3.404 0.270 0.1653
H 0.329 -2.425 -1.418 0.2298
H -0.721 -2.693 -0.021 0.2220
H 1.023 -2.974 0.112 0.2274



Arrangement x

15
Properties=species:S:1:pos:R:3:nbo_charge:R:1 method="wB97M-V/def2-TZVPD" multiplicity=1 total_charge=0 lumo_energy_ev="-0.8 / -2.8"
C 0.666 -0.416 1.441 -0.4946
C 0.263 -0.324 -0.042 -0.1362
C 1.576 -0.807 0.374 -0.0799
C 0.118 1.065 -0.624 -0.5902
C -0.706 -1.331 -0.623 -0.6029
I 4.356 1.526 -0.028 -0.1050
I 2.664 -2.504 0.012 0.2397
H 0.834 0.526 1.945 0.2383
H 0.259 -1.178 2.096 0.2250
H 0.834 1.748 -0.178 0.2224
H -0.888 1.440 -0.445 0.2133
H 0.292 1.036 -1.698 0.2178
H -0.553 -2.317 -0.191 0.2157
H -0.571 -1.403 -1.701 0.2190
H -1.728 -1.015 -0.425 0.2175



What should be chosen as the most stable of them? Choose arrangement x.